[1]
ORCA calculation (ωB97M-V/def2-TZVPD) on a structure of composition C7H17P.

Structure (XYZ):
```
25
Properties=species:S:1:pos:R:3:forces:R:3:mulliken_spin:R:1
C -2.19611 -1.66215 -0.09519 -0.52 0.82 -0.21 0.017
C 2.40511 0.52319 -0.93087 0.38 0.38 0.16 0.021
C 1.34713 -1.19103 0.74031 0.47 1.16 -0.01 0.029
C 1.11551 1.21069 1.25338 -1.01 2.50 -0.04 0.021
C -0.11508 0.28445 -0.76949 -2.52 0.54 -1.58 0.222
C -1.78456 -0.18318 0.10853 2.68 -0.94 1.01 0.452
C 1.12480 0.25799 0.07244 1.87 -1.45 -0.22 -0.044
P -3.13781 0.99188 -0.40627 1.03 1.07 -0.37 1.034
H -1.82349 -2.11819 -0.98721 0.64 -0.16 -0.58 -0.003
H -2.18223 -2.40477 0.70397 0.51 0.53 0.29 0.006
H -3.23644 -1.49235 -0.31368 -0.87 -0.74 -0.13 -0.085
H 3.15996 1.24159 -0.49651 -0.83 -0.85 0.11 -0.001
H 3.01719 -0.39977 -1.22033 -1.25 1.04 0.44 0.000
H 2.12770 1.07500 -1.86146 -0.19 -0.72 0.53 0.001
H 1.24197 -2.06622 0.06865 0.53 0.65 0.06 -0.015
H 2.36027 -1.08209 1.23991 -1.07 -0.73 -0.64 0.003
H 0.60355 -1.35612 1.53410 0.16 0.20 -0.19 -0.004
H 2.05220 1.82423 1.41331 -0.92 -1.16 0.07 0.003
H 0.76751 0.63453 2.08648 0.60 -0.14 1.02 -0.010
H 0.27027 1.98325 1.23926 1.06 -0.73 -0.67 -0.003
H 0.05221 -0.51568 -1.59870 -0.96 1.48 1.23 -0.011
H -0.33709 1.37391 -1.23680 0.64 -2.59 0.98 0.016
H -1.68672 0.01429 1.20482 0.43 -0.01 -0.75 0.158
H -2.78717 0.91716 -1.73943 -0.70 -0.47 -1.31 0.074
H -2.35867 2.13940 -0.00920 -0.16 0.33 0.78 0.120
```
Forces are in eV/Å.

For the HOMO energy (spin up / spin down), the calculation gives -4.07 / -10.09 eV. The expectation value of S² is 2.01. As for the multiplicity: 3. The total charge is 0. The total energy comes out at -617.95645 hartree. The value obtained for the energy above the lowest of the compared OMol25 structures with the same formula, charge and spin is 1.494 eV.

---

[2]
ORCA calculation (ωB97M-V/def2-TZVPD) on a cluster of 6 separate species, C5H20IO5 in total.

Structure (XYZ):
```
31
Properties=species:S:1:pos:R:3:forces:R:3:mulliken_spin:R:1
I 0.95104 -0.08665 0.34198 0.16 -0.07 0.00 0.941
C -3.17028 0.71164 -0.91175 1.19 -0.99 -1.62 0.002
O -2.42358 1.54158 -0.09330 -0.04 1.41 1.78 0.001
H -2.92164 -0.33142 -0.71602 -0.51 -0.24 0.18 0.001
H -4.24866 0.86962 -0.92742 0.20 0.29 0.50 0.000
H -2.75019 0.91809 -1.89613 -0.68 -0.29 -0.72 0.000
H -1.59620 1.12513 0.15887 -0.26 -0.13 -0.10 0.001
C -0.45282 1.48580 3.75085 -0.36 -0.48 -0.64 0.006
O 0.81637 0.85777 3.82959 0.46 0.36 0.52 0.011
H -0.48015 2.29213 3.01793 0.13 0.18 -0.04 -0.003
H -1.16365 0.72783 3.42179 -0.49 0.17 0.14 -0.002
H -0.76454 1.89323 4.71259 0.33 -0.23 0.04 0.000
H 0.96897 0.34538 3.03224 -0.11 -0.02 0.06 0.000
C 2.81865 2.08813 -3.01579 -0.07 0.88 1.31 0.001
O 1.57418 2.33463 -2.36588 -0.79 -0.27 -0.32 0.003
H 2.70956 2.05253 -4.09973 -0.08 -0.28 0.17 0.000
H 3.39537 2.96504 -2.72164 0.72 -0.13 -0.52 0.000
H 3.27711 1.21229 -2.55666 0.25 -0.21 -0.57 0.000
H 1.51557 1.78969 -1.57770 -0.01 0.05 -0.16 0.003
C 2.44362 -2.30890 -3.06997 0.92 0.47 0.54 0.002
O 1.12154 -1.97392 -2.81338 -1.73 -0.33 0.20 0.015
H 2.94143 -2.36528 -2.10193 0.66 -0.06 -0.08 0.000
H 2.56666 -3.28552 -3.53814 -0.36 0.23 -0.26 0.000
H 2.83772 -1.47787 -3.65492 0.77 -0.41 -0.31 0.001
H 1.14876 -1.28351 -2.14689 -0.22 0.13 -0.19 0.007
C -2.02400 -2.19813 2.94665 1.60 -0.45 0.11 0.001
O -2.09120 -1.48469 1.74227 -0.89 0.69 -0.73 0.007
H -2.99010 -2.45050 3.38376 0.06 0.25 -0.35 0.000
H -1.43288 -3.08393 2.71419 -0.36 -0.67 0.47 -0.001
H -1.38736 -1.63951 3.63276 -0.38 0.08 0.63 0.000
H -1.18929 -1.24068 1.52179 -0.09 0.04 -0.04 0.004
```
Forces are in eV/Å.

For the HOMO energy (spin up / spin down), the calculation gives -9.88 / -9.88 eV. The expectation value of S² is 0.75. As for the multiplicity: 2. The total charge is 0. The total energy comes out at -876.22743 hartree. The value obtained for the energy above the lowest of the compared OMol25 structures with the same formula, charge and spin is 0.000 eV.

---

[3]
ORCA calculation (ωB97M-V/def2-TZVPD) on an isolated molecule of C5H8O.

Structure (XYZ):
```
14
Properties=species:S:1:pos:R:3:forces:R:3:mulliken_charge:R:1
C 1.42350 -0.31701 0.88265 -0.04 -0.05 -0.10 -1.362
C 0.21826 0.14422 0.08951 -0.09 -0.10 0.28 1.213
C -1.15089 -0.01477 0.75929 -0.05 -0.03 0.05 -1.390
C -1.11661 -0.19742 -1.91539 0.42 0.24 -0.10 -0.922
C 0.19638 0.11440 -1.40827 -0.12 -0.30 -0.45 0.055
O 0.42501 1.32453 -0.64842 -0.08 0.15 0.07 -0.488
H 1.33019 -1.36144 1.19732 -0.03 0.15 -0.10 0.338
H 1.50672 0.29945 1.78834 -0.10 -0.09 -0.17 0.309
H 2.34695 -0.19362 0.30941 -0.20 -0.02 0.03 0.383
H -1.11908 -0.75518 1.56206 0.10 0.16 0.01 0.363
H -1.49265 0.94666 1.15300 0.09 -0.15 0.04 0.313
H -1.89189 -0.39370 0.04468 0.01 0.12 0.32 0.442
H -1.74208 0.70208 -1.74288 0.07 -0.18 -0.03 0.309
H 1.06179 -0.29447 -1.92507 0.02 0.08 0.15 0.437
```
Forces are in eV/Å.

For the HOMO energy, the calculation gives -9.05 eV. The total charge is 0. The total energy comes out at -270.37312 hartree. The value obtained for the energy above the lowest of the compared OMol25 structures with the same formula, charge and spin is 5.028 eV.